Entry 1:
{"formula": "C2H6N2O4", "method": "ωB97M-V with the def2-TZVPD basis set", "symbols": ["C", "N", "O", "O", "H", "H", "H", "C", "N", "O", "O", "H", "H", "H"], "positions_angstrom": [[2.015558, -2.508625, -2.004161], [0.887515, -2.287319, -2.950394], [-0.175097, -2.951666, -2.792922], [1.032387, -1.397150, -3.745400], [2.000349, -3.541350, -1.655782], [1.879806, -1.830691, -1.161506], [2.925791, -2.061414, -2.403636], [-1.559333, 1.800356, 2.080073], [-1.489210, 3.163984, 2.827957], [-0.423107, 3.411049, 3.209831], [-2.557005, 3.750773, 3.003554], [-2.279044, 1.742508, 1.263509], [-1.674774, 0.936238, 2.734356], [-0.583837, 1.773309, 1.594520]], "atomic_forces_ev_per_a": [[0.03, 0.44, 0.59], [-2.14, -0.90, 0.86], [2.64, 1.24, -0.30], [-0.08, 0.08, -0.44], [0.31, 0.23, -0.28], [-0.74, -0.21, 0.19], [-0.01, -0.88, -0.61], [0.74, 0.46, -1.03], [-4.85, -3.13, -1.61], [3.24, 1.87, 1.56], [1.28, 0.01, -0.05], [-0.41, 0.54, 0.51], [-0.03, 0.55, 0.38], [0.02, -0.29, 0.23]], "e_tot_ev": -13335.1006, "homo_energy_ev": -11.24, "relative_energy_kcal_mol": 177.8, "smiles": "C[N+](=O)[O-].C[N+](=O)[O-]", "spin_multiplicity": 1}

Entry 2:
{"formula": "C2H6N2OS", "method": "ωB97M-V with the def2-TZVPD basis set", "symbols": ["C", "C", "H", "H", "H", "H", "H", "H", "N", "N", "O", "S"], "positions_angstrom": [[-0.566040, 1.447852, -0.205085], [-0.504728, -1.014908, -0.004286], [-0.362066, 2.180967, 0.665923], [0.402106, 1.251993, -0.948301], [-1.497998, 1.729959, -1.004933], [-1.829739, 0.087876, 0.890575], [1.042116, -1.926242, -0.869543], [2.366222, -0.702507, 1.282639], [-0.995056, 0.235940, 0.389012], [0.847847, -1.041026, -0.323533], [-1.153620, -1.995880, 0.038097], [2.250955, -0.254022, 0.089436]], "atomic_forces_ev_per_a": [[-0.51, 1.38, -2.71], [1.22, 3.90, 1.49], [-0.23, -0.55, -2.10], [-2.67, 0.72, 2.39], [2.66, 0.22, 2.24], [-1.19, 0.62, 0.27], [-0.40, 1.40, 1.13], [0.35, -0.69, 1.88], [2.03, -2.79, -0.49], [0.42, -3.03, -2.65], [-1.56, -2.57, -0.25], [-0.10, 1.39, -1.20]], "e_tot_ev": -18032.9347, "homo_energy_ev": -9.46, "relative_energy_kcal_mol": 43.1, "smiles": "CNC(=O)NS", "spin_multiplicity": 1}

Entry 3:
{"formula": "C2H6N2OS2", "method": "ωB97M-V with the def2-TZVPD basis set", "symbols": ["C", "C", "H", "H", "H", "H", "H", "H", "N", "N", "O", "S", "S"], "positions_angstrom": [[-1.326990, 1.741644, -0.106051], [0.475075, 0.076158, -0.077696], [-1.323058, 2.154890, 0.955944], [-2.351961, 1.791404, -0.511003], [-0.634652, 2.424378, -0.636412], [-2.237200, -0.740332, 1.367782], [0.048759, -1.932948, -0.150115], [2.534111, -0.971019, 0.114048], [-0.870643, 0.408412, -0.187394], [0.734141, -1.217713, -0.149579], [2.004960, -1.761508, -0.007687], [-2.084066, -0.818856, 0.041303], [1.708524, 1.201604, 0.107607]], "atomic_forces_ev_per_a": [[-0.11, 2.46, 0.97], [-0.08, 0.45, 0.09], [-0.18, -0.65, -1.01], [0.59, 0.10, 0.13], [-0.50, -0.48, -0.03], [0.11, 0.08, 0.31], [-0.61, -0.41, 0.00], [0.79, 0.89, 0.14], [-0.13, -2.11, 0.20], [0.78, -0.49, -0.01], [-0.89, -0.18, -0.15], [0.51, 0.58, -0.59], [-0.26, -0.25, -0.07]], "e_tot_ev": -28867.4199, "homo_energy_ev": -8.79, "relative_energy_kcal_mol": 40.3, "smiles": "CN(S)C(=S)NO", "spin_multiplicity": 1}

Entry 4:
{"formula": "C2H6N2S", "method": "ωB97M-V with the def2-TZVPD basis set", "symbols": ["C", "C", "H", "H", "H", "H", "H", "H", "N", "N", "S"], "positions_angstrom": [[0.328804, -1.174752, -0.659385], [-0.199508, 1.161035, -0.299805], [0.076272, -0.885750, -1.720051], [1.490149, -1.587391, -0.447713], [-0.455412, -2.036406, -0.326923], [-0.909234, -1.357846, 2.356553], [-0.335331, 1.056515, -1.358622], [-0.677622, 2.901854, -0.163506], [0.244699, -0.033670, 0.229590], [-0.162285, 2.186988, 0.500151], [0.599468, -0.230577, 1.889711]], "atomic_forces_ev_per_a": [[1.37, -2.64, 1.34], [1.58, 0.47, 3.50], [0.68, -0.35, 1.13], [-3.27, 0.61, -1.28], [1.87, 1.88, -0.70], [2.82, 2.16, -0.87], [-0.66, 0.54, -0.53], [1.50, -0.79, 1.98], [-0.11, -0.73, 0.20], [-2.62, 0.97, -4.23], [-3.16, -2.11, -0.55]], "e_tot_ev": -15982.9183, "homo_energy_ev": -8.77, "relative_energy_kcal_mol": 89.5, "spin_multiplicity": 1}

Entry 5:
{"formula": "C2H6N2S2", "method": "ωB97M-V with the def2-TZVPD basis set", "symbols": ["C", "C", "H", "H", "H", "H", "H", "H", "N", "N", "S", "S"], "positions_angstrom": [[1.336316, 1.921895, 1.436640], [-0.163245, -0.224826, 0.686270], [0.511108, 2.200788, 2.127551], [1.913628, 2.807954, 1.061292], [2.130946, 1.520809, 2.084021], [-1.018929, -0.927743, 2.434736], [-1.815559, -1.118401, 0.303394], [-1.248098, -0.090944, -2.629480], [-0.190470, -0.464906, 1.987368], [-1.181606, -0.633643, -0.310660], [0.889248, 0.869691, -0.003439], [-0.758434, -1.300005, -1.862558]], "atomic_forces_ev_per_a": [[1.36, 0.58, 0.55], [-2.64, -1.71, 2.50], [0.26, -0.22, -1.00], [-1.16, -0.47, -0.20], [-0.51, -0.74, -0.26], [0.88, 0.19, -1.28], [-0.75, -0.83, -0.86], [0.97, -2.39, 1.28], [-0.64, 0.60, -2.38], [1.50, -0.11, 1.84], [2.03, 2.17, -0.06], [-1.30, 2.93, -0.14]], "e_tot_ev": -26820.1305, "homo_energy_ev": -9.00, "relative_energy_kcal_mol": 38.8, "smiles": "[H]/N=C(\\NS)SC", "spin_multiplicity": 1}

Entry 6:
{"formula": "C2H6N2S2", "method": "ωB97M-V with the def2-TZVPD basis set", "symbols": ["C", "C", "N", "N", "S", "S", "H", "H", "H", "H", "H", "H"], "positions_angstrom": [[1.597561, 0.682575, 0.554260], [0.460006, -0.256478, 0.399453], [-1.716893, -0.705484, 0.477249], [-0.687001, 0.169259, 0.602712], [-1.603537, -1.042740, -1.650586], [0.215690, -0.489858, -1.972529], [2.191739, 0.889370, -0.419524], [2.203473, 0.367100, 1.348284], [1.311578, 1.665799, 0.946258], [0.763500, -1.382950, 0.499463], [-2.627851, -0.164510, 0.772388], [-2.108265, 0.267917, -1.557427]], "atomic_forces_ev_per_a": [[0.67, 1.87, -1.65], [4.45, -3.46, -0.43], [0.13, 0.72, 1.67], [-5.63, 1.43, 0.87], [-1.02, 2.12, 0.00], [0.28, -0.43, -0.07], [-0.81, -0.64, 1.75], [1.48, -0.99, 0.76], [-0.62, -0.09, -0.55], [-0.84, 1.81, -0.36], [2.04, -0.93, -1.36], [-0.14, -1.42, -0.63]], "e_tot_ev": -26818.3490, "homo_energy_ev": -8.55, "relative_energy_kcal_mol": 79.9, "spin_multiplicity": 1}

Entry 7:
{"formula": "C2H6N3", "method": "ωB97M-V with the def2-TZVPD basis set", "symbols": ["C", "C", "N", "N", "N", "H", "H", "H", "H", "H", "H"], "positions_angstrom": [[0.749446, -0.817937, -0.302329], [-1.093008, 0.826086, -0.243895], [1.914234, -0.181952, -0.031318], [2.838244, 0.467571, 0.076037], [-0.523508, -0.374548, 0.422861], [0.969253, -1.868857, -0.503559], [-1.787539, 1.157944, 0.469882], [-0.517654, 1.749563, -0.361769], [-1.334051, 0.632797, -1.230875], [-1.036199, -1.248463, 0.274458], [-0.179215, -0.342209, 1.430505]], "atomic_forces_ev_per_a": [[1.83, -0.14, 0.08], [0.56, 1.22, 2.04], [-0.09, 1.66, 0.02], [-1.80, -1.56, -0.13], [4.67, -1.09, -0.40], [-0.80, 0.27, 0.11], [-2.08, 0.32, 0.10], [1.37, -0.75, 0.59], [-1.29, -1.03, -1.59], [-0.85, 0.57, 0.37], [-1.52, 0.53, -1.19]], "e_tot_ev": -6631.2503, "total_charge": 1, "homo_energy_ev": -14.04, "relative_energy_kcal_mol": 88.5, "spin_multiplicity": 1}

Entry 8:
{"formula": "C2H6N3", "method": "ωB97M-V with the def2-TZVPD basis set", "symbols": ["C", "C", "N", "N", "N", "H", "H", "H", "H", "H", "H"], "positions_angstrom": [[1.555705, 0.523650, -0.392224], [-1.798743, -0.160349, -0.031825], [0.297325, 0.854294, 0.044604], [-0.421098, -0.146629, -0.208720], [2.077619, -0.507897, 0.066729], [-2.354303, 0.878006, -0.140630], [-2.322977, -0.812040, -0.784491], [-1.933769, -0.655987, 0.963127], [0.178310, 1.852286, 0.043525], [3.000289, -0.693999, -0.397449], [1.721644, -1.131340, 0.837358]], "atomic_forces_ev_per_a": [[1.43, 2.65, -1.20], [-3.50, 1.71, -0.90], [0.13, -2.77, -1.37], [-0.32, 0.36, 1.26], [2.60, -2.12, 0.59], [1.24, -1.84, 0.74], [0.92, 0.32, 0.70], [-0.16, 0.51, -0.57], [-1.54, 1.00, 0.64], [-1.13, -0.48, 1.04], [0.34, 0.66, -0.94]], "e_tot_ev": -6630.1178, "total_charge": 1, "homo_energy_ev": [-14.29, -14.29], "relative_energy_kcal_mol": 114.6, "spin_multiplicity": 1}

Entry 9:
{"formula": "C2H6N3", "method": "ωB97M-V with the def2-TZVPD basis set", "symbols": ["C", "C", "N", "N", "N", "H", "H", "H", "H", "H", "H"], "positions_angstrom": [[1.053987, 1.044519, -1.287223], [0.230481, -1.307201, 2.397155], [-0.677482, 0.446133, 1.062207], [-0.548306, -0.442753, 1.710672], [1.496110, 1.816338, -2.148595], [0.630008, 1.483482, -0.426982], [-0.025607, -2.315259, 2.100940], [-0.082108, -1.337662, 3.569741], [1.247821, -1.039912, 2.191484], [1.452907, 2.876666, -2.101440], [1.871893, 1.430655, -3.082516]], "atomic_forces_ev_per_a": [[-0.69, -4.02, 1.28], [-0.29, -3.15, 4.83], [-1.08, -1.84, 1.11], [-0.36, 4.54, -2.97], [1.42, 3.04, -3.83], [-0.23, 1.69, 0.86], [0.17, -0.34, -0.43], [0.89, 0.59, -2.73], [0.61, 0.05, 0.10], [0.20, -1.45, -0.21], [-0.64, 0.90, 1.99]], "e_tot_ev": -6629.6003, "total_charge": 1, "homo_energy_ev": -11.41, "relative_energy_kcal_mol": 126.5, "spin_multiplicity": 1}

Entry 10:
{"formula": "C2H6N3", "method": "ωB97M-V with the def2-TZVPD basis set", "symbols": ["C", "C", "N", "N", "N", "H", "H", "H", "H", "H", "H"], "positions_angstrom": [[0.139691, 1.165265, 0.049054], [0.073054, -1.139015, 0.030842], [3.574709, -0.113596, 0.184986], [2.548766, -0.130043, -0.200123], [0.629299, -0.025804, 0.544563], [0.712298, 1.977486, 0.104626], [-0.461024, 1.203802, -0.857293], [-0.831875, 1.409560, 0.562538], [0.265212, -1.342740, -1.011790], [0.571513, -1.969161, 0.522267], [-0.987043, -0.974398, 0.023179]], "atomic_forces_ev_per_a": [[-3.66, -1.47, -0.53], [0.98, -2.56, 0.09], [-0.76, -0.03, -0.38], [1.70, 0.08, 0.10], [-0.02, 2.64, 0.23], [2.62, 3.06, 0.87], [0.53, -0.86, -1.25], [0.71, -0.33, 1.10], [0.07, 0.54, -0.90], [-1.09, -0.62, 0.37], [-1.08, -0.44, 0.30]], "e_tot_ev": -6630.4094, "total_charge": 1, "homo_energy_ev": -17.03, "relative_energy_kcal_mol": 107.9, "spin_multiplicity": 1}

Entry 11:
{"formula": "C2H6N3O", "method": "ωB97M-V with the def2-TZVPD basis set", "symbols": ["C", "C", "N", "N", "N", "O", "H", "H", "H", "H", "H", "H"], "positions_angstrom": [[1.412788, -0.900028, 0.071525], [-0.229463, 0.473183, 0.628549], [1.719202, 0.324550, -0.510676], [0.626120, 1.216311, -0.239469], [-1.619349, 0.378752, -0.338232], [0.241431, -0.784680, 0.892933], [1.278611, -1.695632, -0.635129], [2.395027, -1.263066, 0.451668], [-0.431190, 1.181654, 1.455842], [-2.553149, 0.762837, -0.058192], [-1.602666, -0.622235, -0.551069], [-1.237364, 0.928354, -1.167751]], "atomic_forces_ev_per_a": [[1.13, -0.96, 0.46], [-0.90, 1.04, 0.24], [-6.15, 5.20, 0.06], [6.57, -4.88, -1.38], [1.74, 0.89, -0.39], [0.23, 1.01, -0.08], [-0.46, -0.18, -1.19], [-0.82, 0.30, 1.44], [-0.61, -1.14, 0.07], [1.07, -0.60, 0.07], [-0.72, 0.18, -0.18], [-1.10, -0.86, 0.89]], "e_tot_ev": -8678.6049, "total_charge": 1, "homo_energy_ev": -15.82, "relative_energy_kcal_mol": 106.4, "smiles": "[NH3+][C@@H]1N=NCO1", "spin_multiplicity": 1}

Entry 12:
{"formula": "C2H6N3O", "method": "ωB97M-V with the def2-TZVPD basis set", "symbols": ["C", "C", "N", "N", "N", "O", "H", "H", "H", "H", "H", "H"], "positions_angstrom": [[-0.807502, -1.297637, 0.489921], [1.682758, 0.590038, -1.679073], [-0.739647, -2.031797, -0.426844], [-0.703608, -0.433331, 1.401291], [-1.494425, 0.697743, 1.592560], [0.780629, 0.548852, -0.886485], [2.291602, -0.294293, -1.920530], [1.962482, 1.511260, -2.206504], [-1.198861, -2.870447, -0.748326], [-0.046140, -0.633442, 2.160473], [-1.987636, 0.967450, 0.744668], [-0.932678, 1.471461, 1.941136]], "atomic_forces_ev_per_a": [[0.13, -0.25, -0.71], [0.33, 0.02, -0.23], [-0.01, 0.35, 0.16], [0.88, -0.26, 0.67], [-0.99, 0.63, 0.24], [-0.20, 0.00, 0.19], [-0.03, -0.12, 0.04], [-0.09, 0.15, 0.01], [-0.16, -0.14, 0.14], [-0.32, 0.01, -0.23], [0.30, -0.13, 0.03], [0.16, -0.25, -0.31]], "e_tot_ev": -8679.0403, "total_charge": 1, "homo_energy_ev": -13.92, "relative_energy_kcal_mol": 96.3, "spin_multiplicity": 1}

What did the tenth record say?
{"formula": "C2H6N3", "method": "ωB97M-V with the def2-TZVPD basis set", "symbols": ["C", "C", "N", "N", "N", "H", "H", "H", "H", "H", "H"], "positions_angstrom": [[0.139691, 1.165265, 0.049054], [0.073054, -1.139015, 0.030842], [3.574709, -0.113596, 0.184986], [2.548766, -0.130043, -0.200123], [0.629299, -0.025804, 0.544563], [0.712298, 1.977486, 0.104626], [-0.461024, 1.203802, -0.857293], [-0.831875, 1.409560, 0.562538], [0.265212, -1.342740, -1.011790], [0.571513, -1.969161, 0.522267], [-0.987043, -0.974398, 0.023179]], "atomic_forces_ev_per_a": [[-3.66, -1.47, -0.53], [0.98, -2.56, 0.09], [-0.76, -0.03, -0.38], [1.70, 0.08, 0.10], [-0.02, 2.64, 0.23], [2.62, 3.06, 0.87], [0.53, -0.86, -1.25], [0.71, -0.33, 1.10], [0.07, 0.54, -0.90], [-1.09, -0.62, 0.37], [-1.08, -0.44, 0.30]], "e_tot_ev": -6630.4094, "total_charge": 1, "homo_energy_ev": -17.03, "relative_energy_kcal_mol": 107.9, "spin_multiplicity": 1}